Entry 1:
{
  "formula": "C5H14N2O",
  "method": "ωB97M-V/def2-TZVPD",
  "s2": 0.754,
  "homo_ev": [-14.5, -14.0],
  "e_lumo_ha": [-0.1158, -0.2137],
  "charge": 1,
  "spin_multiplicity": 2,
  "gap_ev": [11.31, 8.22],
  "e_above_lowest_ev": 1.035,
  "total_energy_ev": -10431.147,
  "elements": ["C", "O", "C", "C", "H", "H", "H", "H", "H", "H", "H", "C", "N", "C", "N", "H", "H", "H", "H", "H", "H", "H"],
  "positions_angstrom": [[-0.053, 1.644, 0.385], [-0.469, 0.350, 0.144], [-0.744, 2.644, -0.595], [-0.420, 2.552, -2.077], [1.044, 1.808, 0.292], [-0.352, 1.947, 1.409], [-0.544, 3.653, -0.220], [-1.808, 2.478, -0.425], [-1.047, 3.261, -2.642], [-0.651, 1.582, -2.531], [0.597, 2.875, -2.271], [0.201, -2.466, -0.925], [0.776, -2.050, 2.719], [0.481, -1.717, 1.457], [0.380, -2.621, 0.532], [1.126, -2.751, -1.433], [0.029, -1.419, -1.137], [-0.596, -3.150, -1.230], [0.904, -3.006, 3.011], [0.528, -1.378, 3.426], [0.180, -0.651, 1.278], [0.439, -3.587, 0.835]],
  "nbo_charge": [-0.135, -0.344, -0.379, -0.626, 0.219, 0.173, 0.235, 0.216, 0.237, 0.216, 0.216, -0.420, -0.730, 0.389, -0.490, 0.226, 0.253, 0.231, 0.415, 0.427, 0.262, 0.409]
}

Entry 2:
{
  "formula": "C5H14N2O",
  "method": "ωB97M-V/def2-TZVPD",
  "s2": 0.760,
  "homo_ev": [-12.5, -12.5],
  "e_lumo_ha": [-0.1489, -0.2846],
  "charge": 1,
  "spin_multiplicity": 2,
  "gap_ev": [8.45, 4.75],
  "e_above_lowest_ev": 1.451,
  "total_energy_ev": -10430.731,
  "elements": ["C", "C", "C", "N", "H", "H", "H", "H", "H", "H", "H", "C", "N", "C", "O", "H", "H", "H", "H", "H", "H", "H"],
  "positions_angstrom": [[1.071, -0.172, -1.031], [1.991, -1.351, -1.057], [3.146, -1.360, -1.835], [1.688, -2.384, -0.244], [1.020, 0.314, -0.058], [0.069, -0.451, -1.358], [1.474, 0.544, -1.746], [3.766, -2.246, -1.911], [3.560, -0.424, -2.186], [0.691, -2.578, -0.189], [2.206, -3.234, -0.455], [-2.847, 0.172, 0.766], [-1.503, 0.775, 0.869], [-1.532, 2.101, 1.481], [-0.218, 2.613, 1.530], [-3.251, -0.090, 1.743], [-2.738, -0.747, 0.188], [-3.563, 0.822, 0.256], [-1.260, 0.970, -0.102], [-2.143, 2.837, 0.948], [-1.946, 1.986, 2.491], [0.320, 1.902, 1.899]],
  "nbo_charge": [-0.697, 0.320, -0.132, -0.599, 0.293, 0.261, 0.250, 0.218, 0.234, 0.429, 0.413, -0.425, -0.646, 0.090, -0.707, 0.209, 0.192, 0.185, 0.333, 0.161, 0.156, 0.463]
}